1.
Density functional theory data (the ωB97M-V functional and the def2-TZVPD basis) for a 15-piece molecular cluster, C38H96O28S9 overall.

Its largest force on an atom is 4.52 eV Å⁻¹. The lowest unoccupied orbital energy comes out at 0.1616 eV. The energy relative to the best compared isomer or geometry (same formula, charge and spin) is 2.15 kcal per mole. The HOMO energy is -9.3791 eV. The value obtained for the electronic energy is -195802.072 eV. For the frontier orbital gap, the calculation gives 9.5 eV.

Geometry as XYZ:
```
171
Properties=species:S:1:pos:R:3:forces:R:3
O 1.355 3.004 4.521 0.0 -0.1 -1.0
S 0.663 3.740 5.521 -1.0 2.0 2.8
O 0.258 5.136 5.368 0.9 -1.9 -0.3
O -0.690 3.048 5.991 0.2 -1.2 -0.6
C -0.776 1.547 5.866 0.8 0.2 -0.1
C -1.164 1.125 4.454 -0.9 0.4 1.1
C 1.667 3.598 7.041 -0.6 0.1 -0.9
H -1.487 1.194 6.600 -0.2 0.4 0.3
H 0.220 1.144 6.172 -0.7 0.2 -0.4
H -1.203 0.033 4.480 0.1 0.0 -0.3
H -0.341 1.484 3.862 -0.1 0.0 -1.0
H -2.197 1.509 4.167 1.5 -0.3 0.3
H 2.411 4.372 6.989 0.3 0.3 -0.1
H 2.156 2.633 7.075 -0.1 -0.2 0.0
H 1.029 3.770 7.896 -0.2 0.0 0.1
O -1.690 2.700 -2.533 -0.5 0.5 0.6
S -1.868 2.722 -3.954 0.0 0.0 0.4
O -3.014 3.259 -4.615 -0.5 0.3 0.5
O -0.686 3.491 -4.580 1.9 -0.4 -0.5
C 0.791 3.127 -4.291 -1.4 2.0 1.8
C 1.556 3.938 -5.298 0.0 0.8 2.0
C -1.707 1.092 -4.433 1.2 -1.6 -1.7
H 0.978 2.108 -4.503 -0.3 -1.1 0.1
H 0.959 3.370 -3.175 -0.2 -0.3 -1.9
H 2.592 3.825 -5.043 0.7 -0.2 -0.1
H 1.349 5.009 -5.261 -0.2 -0.2 0.0
H 1.354 3.530 -6.233 -0.2 -0.4 -1.9
H -0.747 0.668 -4.139 0.2 0.3 0.1
H -1.764 1.001 -5.525 -0.1 0.2 0.2
H -2.434 0.431 -4.016 -0.8 0.1 0.6
O -0.344 -2.080 0.408 1.1 -1.0 1.3
S -0.402 -1.418 -0.847 -1.2 -0.9 -1.4
O -0.453 -2.209 -2.048 -0.2 0.2 0.3
O -1.668 -0.542 -0.783 -0.5 1.0 -1.0
C -2.475 -0.412 0.425 1.0 0.4 0.2
C -2.452 1.016 0.931 1.1 -0.2 0.4
C 0.848 -0.295 -1.057 0.2 2.6 -2.1
H -1.958 -1.035 1.134 -0.5 -0.4 0.5
H -3.420 -0.785 0.102 -0.7 -0.2 0.3
H -3.090 1.665 0.376 0.1 0.4 -0.8
H -1.383 1.361 1.005 -1.0 -0.1 -0.3
H -2.844 1.083 1.939 -0.1 -0.5 0.4
H 1.811 -0.756 -0.925 0.4 -0.2 0.2
H 0.636 0.566 -0.405 0.5 -0.3 0.0
H 0.796 0.109 -2.166 0.1 -0.9 2.2
O -4.228 -0.677 3.539 0.1 1.1 0.2
S -5.548 -0.678 4.082 -1.3 -2.0 1.6
O -5.777 -0.834 5.517 0.7 -0.2 -1.8
O -6.404 0.573 3.673 0.2 0.8 -0.8
C -7.408 1.075 4.595 0.0 -1.4 1.5
C -8.434 1.851 3.878 -0.2 1.8 -1.1
C -6.369 -1.886 3.035 0.3 -0.6 0.4
H -6.874 1.662 5.315 0.2 0.6 0.3
H -7.809 0.250 5.222 0.1 0.2 -0.8
H -9.257 2.231 4.501 0.4 -0.4 0.1
H -8.878 1.394 3.008 -0.1 -0.7 -0.1
H -7.948 2.746 3.455 -0.1 -0.1 0.2
H -5.769 -2.816 2.984 0.1 0.9 -0.2
H -6.475 -1.343 2.095 0.2 -0.5 -0.1
H -7.331 -2.239 3.377 -0.4 0.5 0.4
C -3.971 -2.668 -2.465 0.1 0.0 1.6
O -3.494 -3.178 -1.157 0.2 1.8 -1.6
H -3.799 -1.584 -2.452 0.1 -0.5 -0.3
H -3.546 -3.229 -3.286 0.6 0.3 -0.3
H -5.024 -2.883 -2.533 -0.7 0.3 0.1
H -3.887 -4.023 -1.132 -0.5 -1.7 0.5
C -1.848 -2.650 5.653 -1.1 -0.7 1.1
O -0.672 -2.194 5.071 0.1 -0.6 -2.1
H -1.988 -3.762 5.500 0.2 0.9 0.4
H -1.725 -2.423 6.734 -0.6 -0.3 -0.5
H -2.780 -2.180 5.246 0.7 0.0 0.4
H -0.706 -2.658 4.180 0.9 0.8 0.8
C 0.707 -4.622 2.744 -1.0 -0.1 -0.5
O -0.373 -3.644 2.792 0.9 -1.5 0.5
H 1.262 -4.454 3.622 0.8 -0.1 1.2
H 0.335 -5.672 2.733 0.0 0.8 0.0
H 1.411 -4.493 1.911 -0.5 0.2 -0.1
H -0.439 -3.262 1.933 -0.3 0.7 -1.3
C -0.451 -5.064 -2.769 2.2 -0.8 -0.1
O -1.752 -4.807 -3.114 -1.0 -1.7 -1.6
H 0.048 -5.850 -3.460 -0.9 1.3 1.1
H 0.094 -4.117 -2.737 0.5 -0.4 -0.5
H -0.404 -5.383 -1.729 0.2 -0.7 0.2
H -1.948 -3.978 -2.744 -0.5 1.8 0.9
C 5.866 0.012 -3.067 0.1 0.8 -1.5
O 5.913 0.062 -1.698 0.9 0.6 1.1
H 6.903 0.131 -3.449 -0.8 0.2 -0.1
H 5.451 -0.908 -3.426 0.1 -0.8 0.0
H 5.153 0.782 -3.428 0.6 0.0 -0.2
H 5.259 -0.511 -1.342 -1.3 -0.7 0.9
C 8.833 0.225 -1.104 0.3 -0.3 0.9
O 8.260 -1.092 -1.137 0.7 1.0 -0.1
H 9.894 0.236 -1.300 0.3 -0.5 -0.5
H 8.342 0.908 -1.779 -0.2 0.2 -0.4
H 8.782 0.669 -0.105 -0.4 -0.1 0.1
H 7.323 -0.849 -1.146 -0.2 -0.4 0.0
C -0.344 5.654 2.008 1.1 0.1 -2.7
C -1.448 4.695 1.605 0.7 0.4 0.6
C -1.088 4.208 0.206 -1.7 1.6 -0.5
S 0.613 3.868 0.200 -0.1 0.9 -1.3
O 1.242 4.175 -1.073 -0.3 0.4 0.8
O 0.799 2.538 0.667 0.4 -1.7 1.0
C 0.961 5.025 1.503 1.6 -0.9 1.3
H -0.302 5.858 3.034 0.1 0.4 1.4
H -0.370 6.562 1.404 -0.7 0.4 0.4
H -2.402 5.208 1.773 -0.1 -0.5 -0.6
H -1.356 3.857 2.287 -0.4 -0.4 0.2
H -1.194 5.030 -0.551 -0.3 -0.9 0.5
H -1.666 3.331 0.012 -0.1 -0.4 -0.9
H 1.712 5.728 1.087 -0.3 -0.4 0.7
H 1.347 4.320 2.304 0.2 1.1 -0.8
C -5.570 3.941 -1.484 -0.3 1.1 -0.5
C -4.869 3.587 -0.169 -0.4 -1.3 0.3
C -5.737 2.433 0.416 0.7 -1.2 0.4
S -5.973 1.377 -1.013 0.6 -0.3 -0.5
O -7.083 0.479 -0.911 -0.9 0.0 0.5
O -4.734 0.762 -1.423 0.5 0.3 0.3
C -6.266 2.727 -2.109 1.0 -0.7 -1.2
H -4.842 4.420 -2.175 -0.7 -0.4 0.3
H -6.385 4.634 -1.277 0.2 0.4 0.1
H -4.756 4.442 0.505 -0.1 -0.2 -0.2
H -3.882 3.162 -0.407 -0.3 0.3 0.2
H -6.754 2.635 0.703 -0.5 0.8 0.0
H -5.386 1.768 1.241 0.4 0.7 -0.6
H -7.318 2.753 -2.363 -0.2 0.5 0.4
H -5.755 2.402 -3.029 -0.1 0.2 0.2
C 2.179 0.515 2.491 -1.6 -0.1 0.4
C 2.658 -0.524 3.583 0.7 1.5 -2.8
C 3.420 -1.541 2.708 0.6 1.2 1.1
S 4.377 -0.480 1.550 -1.4 -0.5 -1.8
O 4.280 -1.093 0.224 0.1 -0.3 0.5
O 5.661 -0.091 2.004 1.3 0.0 1.0
C 3.298 0.929 1.529 -0.2 -0.1 1.1
H 1.726 1.436 2.882 0.1 -0.6 0.1
H 1.388 -0.026 1.932 0.3 0.5 0.0
H 1.849 -0.974 4.143 0.0 0.2 0.3
H 3.407 0.048 4.108 0.1 -0.3 1.2
H 2.749 -2.135 2.114 -0.1 -0.5 -0.2
H 4.101 -2.069 3.375 0.2 -0.5 -0.6
H 2.897 1.051 0.541 0.0 0.0 -0.5
H 3.841 1.851 1.812 -0.2 -0.7 0.1
C 2.841 -3.217 -6.182 1.5 1.7 -0.1
C 3.683 -1.970 -6.746 0.6 -0.4 -2.3
C 3.889 -0.906 -5.673 -0.1 -0.4 -0.1
S 2.531 -1.118 -4.550 -0.8 -0.1 2.0
O 1.645 0.029 -4.420 0.0 -0.2 -1.1
O 3.074 -1.482 -3.225 -0.4 -0.5 -1.7
C 1.698 -2.540 -5.484 -0.1 1.0 -0.1
H 3.423 -3.705 -5.388 0.2 -0.3 -0.7
H 2.564 -3.886 -7.010 0.0 0.2 0.5
H 3.157 -1.503 -7.663 0.6 -0.8 1.4
H 4.723 -2.266 -7.122 -1.5 0.1 0.5
H 3.877 0.142 -5.997 0.2 -0.4 0.0
H 4.778 -1.178 -5.101 -0.1 0.4 -0.1
H 0.970 -2.144 -6.256 0.5 -0.2 1.4
H 1.313 -3.152 -4.682 -0.8 0.0 0.0
C 3.687 -4.113 -0.665 -0.5 0.9 1.1
C 5.162 -4.327 -0.368 0.7 0.3 -0.1
C 5.953 -4.030 -1.680 0.3 -4.1 2.0
S 4.952 -4.960 -2.828 -0.9 0.8 -0.9
O 5.179 -6.355 -2.530 0.0 0.1 -0.2
O 5.055 -4.485 -4.216 0.0 -0.5 1.3
C 3.342 -4.382 -2.080 0.2 -0.4 -2.5
H 3.387 -3.106 -0.402 0.0 0.3 0.0
H 3.154 -4.777 -0.009 -0.5 -0.3 0.3
H 5.231 -5.378 -0.092 0.7 0.1 0.1
H 5.508 -3.648 0.442 -0.2 -0.6 -0.5
H 6.994 -4.436 -1.626 -0.9 0.4 -0.4
H 5.919 -3.031 -1.789 0.0 3.5 -1.1
H 2.527 -5.106 -2.221 0.6 -0.2 0.0
H 3.067 -3.519 -2.735 0.4 -0.4 1.0
```
Positions in Å, forces in eV/Å.



2.
Density functional theory data (the ωB97M-V functional and the def2-TZVPD basis) for C6H10N2 as an isolated structure.

Its largest force on an atom is 0.29 eV Å⁻¹. The lowest unoccupied orbital energy comes out at 0.7718 eV. The energy relative to the best compared isomer or geometry (same formula, charge and spin) is 86.84 kcal per mole. The HOMO energy is -7.1766 eV. The value obtained for the electronic energy is -9360.671 eV. For the frontier orbital gap, the calculation gives 7.9 eV.

Geometry as XYZ:
```
18
Properties=species:S:1:pos:R:3:forces:R:3
C -2.807 -0.178 -0.391 0.1 0.0 0.0
C 0.701 0.889 0.584 0.0 0.1 -0.1
C -1.299 -0.101 -0.531 0.1 -0.1 -0.2
N -0.670 -0.533 -1.581 -0.2 0.1 0.2
C -0.601 0.475 0.588 0.0 -0.1 0.1
C 2.597 -1.330 0.294 -0.1 0.1 -0.1
C 1.537 1.862 0.887 0.0 -0.1 -0.1
N 1.717 -0.555 -0.165 0.0 0.0 0.1
H -1.311 -0.890 -2.284 0.0 0.0 0.1
H 1.100 -0.841 -0.949 0.1 0.0 0.1
H -1.124 0.541 1.536 0.0 0.0 0.0
H -3.085 -0.614 0.571 0.0 0.0 0.0
H -3.252 -0.778 -1.186 0.1 0.0 0.0
H -3.240 0.826 -0.427 0.1 0.0 0.0
H 3.209 -1.018 1.140 -0.1 0.0 0.0
H 2.779 -2.326 -0.119 0.0 0.1 0.0
H 1.141 2.850 1.087 0.0 -0.1 0.0
H 2.607 1.722 0.945 0.0 0.0 0.0
```
Positions in Å, forces in eV/Å.



3.
Density functional theory data (the ωB97M-V functional and the def2-TZVPD basis) for C7H15NOS as an isolated structure.

Its largest force on an atom is 4.81 eV Å⁻¹. The lowest unoccupied orbital energy comes out at 0.8085 eV. The energy relative to the best compared isomer or geometry (same formula, charge and spin) is 108.45 kcal per mole. The HOMO energy is -8.1349 eV. The value obtained for the electronic energy is -21871.547 eV. For the frontier orbital gap, the calculation gives 8.9 eV.

Geometry as XYZ:
```
25
Properties=species:S:1:pos:R:3:forces:R:3
C 1.852 -0.825 -1.763 1.0 1.0 -0.2
C 0.652 -0.844 -2.771 0.9 2.3 3.8
C 0.577 -0.064 0.212 -4.1 -0.2 -0.6
C -1.108 0.046 -0.900 3.0 -1.4 0.8
C -2.136 1.024 -0.454 0.1 0.4 3.8
C -0.298 0.848 2.398 -1.0 2.8 0.7
C 0.129 -0.359 1.691 4.5 -0.2 -1.6
N 1.521 -0.915 -0.342 0.3 -3.0 0.1
O -1.444 0.609 -3.527 -1.0 0.1 -1.1
S -0.389 0.662 -2.519 0.4 -1.4 1.9
H 2.567 -1.713 -1.981 -1.1 1.7 0.2
H 2.395 0.225 -1.961 -0.8 -2.4 0.5
H 1.156 -0.723 -3.643 0.7 0.0 -3.2
H 0.024 -1.648 -2.618 -1.2 -1.9 -0.3
H 0.788 0.966 0.033 0.7 0.8 0.3
H -1.478 -1.025 -0.945 0.4 1.2 -0.3
H -2.878 1.077 -1.168 -1.5 0.7 -1.8
H -1.692 2.024 -0.188 -0.5 -0.8 -0.7
H -2.761 0.742 0.500 1.5 0.1 -1.5
H 0.498 1.642 2.361 -0.2 -1.1 0.6
H -0.531 0.534 3.486 -0.1 1.2 -1.7
H -1.077 1.496 1.801 0.6 -1.8 1.7
H -0.459 -1.207 1.808 -1.8 -1.3 -0.3
H 1.093 -0.761 2.196 -1.1 0.8 -0.6
H 1.395 -1.951 -0.069 0.1 2.4 -0.5
```
Positions in Å, forces in eV/Å.



4.
Density functional theory data (the ωB97M-V functional and the def2-TZVPD basis) for a 3-piece molecular cluster, C3H9N2O overall.

As for the charge: +1. Its largest force on an atom is 7.72 eV Å⁻¹. The lowest unoccupied orbital energy comes out at -3.3963 eV. The energy relative to the best compared isomer or geometry (same formula, charge and spin) is 92.84 kcal per mole. The HOMO energy is -14.4080 eV. The value obtained for the electronic energy is -8275.048 eV. For the frontier orbital gap, the calculation gives 11.0 eV.

Geometry as XYZ:
```
15
Properties=species:S:1:pos:R:3:forces:R:3
C 0.186 0.863 -0.136 -7.4 -0.9 2.0
C 1.990 -0.779 -0.321 0.8 1.0 -2.2
C -2.993 -0.768 0.518 -0.5 -3.5 0.5
N 0.540 -0.348 -0.256 6.4 -0.1 0.3
N 0.993 1.804 0.225 1.4 0.9 -0.7
O -2.849 0.389 0.432 1.4 3.8 -0.5
H 2.103 -1.811 -0.057 -0.3 -0.5 0.6
H 2.304 -0.806 -1.462 -0.4 0.6 2.3
H 2.664 -0.148 0.310 -0.7 -0.5 -0.7
H -2.215 -1.513 0.292 0.1 0.1 -0.1
H -3.928 -1.166 0.883 -0.6 -0.3 0.1
H 0.097 -1.093 -0.606 -3.4 -2.5 -1.3
H 0.620 2.697 0.366 -0.9 1.4 0.4
H 1.837 1.887 -0.304 1.1 -0.2 0.1
H -1.350 0.792 0.116 3.2 0.8 -0.8
```
Positions in Å, forces in eV/Å.